[1]
DFT (ωB97M-V/def2-TZVPD) results for a cluster of 2 separate species, C3H4N2O in total at a distorted geometry.

Geometry as XYZ:
```
10
Properties=species:S:1:pos:R:3:nbo_charge:R:1
O 1.87842 -0.39482 -0.48491 -0.6204
C 1.07106 -0.40023 0.54297 0.2742
C -0.14458 -1.18442 0.25234 -0.0202
N -1.29746 -0.71418 -0.02702 -0.6516
C -0.77654 2.06568 -0.14382 0.1116
N 0.35680 2.28154 -0.17584 -0.3622
H 2.67496 0.09868 -0.22907 0.5048
H 0.03902 -2.24910 0.47818 0.1728
H -1.98706 -1.46597 -0.03062 0.3426
H -1.82079 1.83667 -0.11482 0.2483
```

Summary:
**HOMO level**: -8.8 eV
**Charge**: 0

---

[2]
DFT (ωB97M-V/def2-TZVPD) results for the molecule C3H4N2O.

Geometry as XYZ:
```
10
Properties=species:S:1:pos:R:3:nbo_charge:R:1
N 1.73636 -0.48744 0.63638 -0.7941
C 0.73888 0.14261 -0.02456 0.3506
C 0.12970 1.15275 -0.53445 -0.1834
N -0.45551 -0.27713 -0.71438 -0.5040
C -1.71852 -0.38095 -0.10518 0.5116
O -2.39596 0.58617 0.16319 -0.5654
H 2.59795 0.04133 0.67540 0.4039
H 1.86737 -1.45679 0.38578 0.3998
H -0.38470 2.08700 -0.43223 0.2603
H -2.11558 -1.40754 -0.04996 0.1208
```

Summary:
**HOMO level**: -8.2 eV
**Charge**: 0
**SMILES**: NC1=CN1C=O

---

[3]
DFT (ωB97M-V/def2-TZVPD) results for the molecule C3H4N2O at a distorted geometry.

Geometry as XYZ:
```
10
Properties=species:S:1:pos:R:3:nbo_charge:R:1
O 2.21544 -0.26515 -0.04278 -0.6594
C 0.95738 0.14285 0.30514 0.4014
C 0.02815 -0.82305 0.04427 -0.2806
N -1.11533 -0.12525 -0.19290 -0.5047
C -0.83734 1.17047 0.10598 0.1764
N 0.43214 1.38330 0.41645 -0.4646
H 1.75930 -0.95300 -0.58278 0.4898
H 0.17885 -1.88303 0.18591 0.2261
H -2.00606 -0.56147 -0.32650 0.4183
H -1.61255 1.91434 0.08721 0.1973
```

Summary:
**HOMO level**: -8.4 eV
**Charge**: 0
**SMILES**: Oc1c[nH]cn1

---

[4]
DFT (ωB97M-V/def2-TZVPD) results for the molecule C3H4N2O at a distorted geometry.

Geometry as XYZ:
```
10
Properties=species:S:1:pos:R:3:nbo_charge:R:1
O -1.33505 -1.92915 -0.50868 -0.6106
C -0.59795 -1.08537 -0.03719 0.6075
N -0.46139 -0.70571 1.28333 -0.4118
N 0.25874 0.42566 1.22558 -0.2200
C 0.57138 0.93507 0.06082 0.0354
C 0.03941 -0.01816 -0.94334 -0.6294
H -0.95518 0.03747 -1.42946 0.3166
H 0.51042 0.82864 2.12672 0.4230
H 1.25752 1.77423 -0.01011 0.2213
H 0.71210 -0.26268 -1.76767 0.2680
```

Summary:
**HOMO level**: -8.6 eV
**Charge**: 0

---

[5]
DFT (ωB97M-V/def2-TZVPD) results for the molecule C3H4N2O at a distorted geometry.

Geometry as XYZ:
```
10
Properties=species:S:1:pos:R:3:nbo_charge:R:1
H -2.84496 0.41413 -0.02396 0.3579
N -2.28162 -0.38437 0.09254 -0.7101
C -1.02576 -0.24374 -0.26218 0.5305
C 0.03755 0.91959 -0.29658 -0.4317
C 1.26681 0.33119 -0.07747 0.0027
N 1.15976 -0.95194 -0.12196 -0.2617
O -0.13952 -1.32387 -0.31523 -0.3367
H -0.09637 2.05389 -0.03200 0.2397
H 2.28276 0.55899 0.28658 0.2288
H 1.64134 -1.37386 0.75025 0.3804
```

Summary:
**HOMO level**: -8.6 eV
**Charge**: 0
**SMILES**: [H]/N=c1\cc[nH]o1

---

[6]
DFT (ωB97M-V/def2-TZVPD) results for the molecule C3H4N2O.

Geometry as XYZ:
```
10
Properties=species:S:1:pos:R:3:nbo_charge:R:1
C 0.20588 -0.29477 1.51207 -0.7184
C 0.42265 0.35927 0.17133 0.6627
O 0.88026 1.45996 0.00594 -0.5306
N 0.10132 -0.53317 -0.91521 -0.4038
C -0.75567 0.00836 -1.89311 0.1944
N 0.38744 0.21218 -2.31541 -0.1472
H -0.59094 -1.04181 1.47293 0.2306
H -0.01469 0.47261 2.25637 0.2402
H 1.12958 -0.80593 1.80433 0.2509
H -1.81421 0.12211 -2.09346 0.2211
```

Summary:
**HOMO level**: -9.9 eV
**Charge**: 0
**SMILES**: CC(=O)N1C=N1

---

[7]
DFT (ωB97M-V/def2-TZVPD) results for the molecule C3H4N2O at a distorted geometry.

Geometry as XYZ:
```
10
Properties=species:S:1:pos:R:3:nbo_charge:R:1
C 2.22452 1.30006 0.06564 -0.3661
C 1.18829 0.41336 -0.07915 0.0035
C 2.53673 -0.10021 -0.04660 0.4383
N -0.42894 -1.33472 0.04008 -0.7067
N -0.09848 0.02618 -0.05376 -0.3872
O 3.27555 -1.03022 0.00417 -0.3773
H 2.45225 2.43855 0.04419 0.2479
H -0.26229 -1.93966 -0.76067 0.3806
H -0.43034 -1.80266 1.01970 0.3706
H -0.93133 0.50377 0.34893 0.3963
```

Summary:
**HOMO level (spin up / spin down)**: -4.6 / -9.2 eV
**Charge**: 0
**Spin multiplicity**: 3

---

[8]
DFT (ωB97M-V/def2-TZVPD) results for the molecule C3H4N2O2.

Geometry as XYZ:
```
11
Properties=species:S:1:pos:R:3:nbo_charge:R:1
C 0.61826 -0.86479 -1.30973 -0.4265
N 0.62537 0.05110 -0.17326 -0.2807
C 0.52518 -0.37934 1.11400 0.8019
O 1.06149 -0.81857 2.07742 -0.4992
N -0.68364 0.09111 0.58541 -0.4019
C -1.19256 1.40129 0.78980 0.5297
O -0.87942 2.35279 0.13381 -0.5013
H -0.04797 -1.71927 -1.14317 0.1999
H 0.29150 -0.30721 -2.18914 0.2196
H 1.64237 -1.21224 -1.46492 0.2230
H -1.96058 1.40513 1.57978 0.1354
```

Summary:
**HOMO level**: -10.6 eV
**Charge**: 0
**SMILES**: CN1C(=O)N1C=O

---

[9]
DFT (ωB97M-V/def2-TZVPD) results for the molecule C3H4N2O2.

Geometry as XYZ:
```
11
Properties=species:S:1:pos:R:3:nbo_charge:R:1
N 1.66754 -0.76677 -0.20756 -0.8410
C 0.48863 -0.14491 0.25318 0.2288
C -0.56222 -0.55028 0.97608 0.0283
O -1.68190 0.18021 0.63883 -0.4565
C -1.33971 1.04450 -0.38119 0.8567
O -2.12463 1.70094 -1.01138 -0.5979
N 0.02008 0.93214 -0.51582 -0.6269
H 1.38170 -1.42657 -0.92445 0.3792
H 2.25278 -1.23958 0.45946 0.3859
H -0.69390 -1.36124 1.67551 0.2123
H 0.59163 1.63156 -0.96265 0.4312
```

Summary:
**HOMO level**: -8.6 eV
**Charge**: 0
**SMILES**: Nc1coc(=O)[nH]1

---

[10]
DFT (ωB97M-V/def2-TZVPD) results for the molecule C3H4N2O2.

Geometry as XYZ:
```
11
Properties=species:S:1:pos:R:3:nbo_charge:R:1
N -1.83575 -0.02253 -0.29221 -0.8298
C -0.54740 0.07207 0.26036 0.1919
C 0.08758 1.24442 0.28739 0.0881
O 1.44068 1.08741 0.16521 -0.4582
C 1.69014 -0.26360 0.00901 0.8595
O 2.77165 -0.71645 -0.24841 -0.5879
N 0.47983 -0.91014 0.16558 -0.6511
H -1.70692 -0.24554 -1.27429 0.3737
H -2.51793 -0.63939 0.11870 0.3736
H -0.33620 2.23439 0.24704 0.2160
H 0.47430 -1.84064 0.56161 0.4243
```

Summary:
**HOMO level**: -8.9 eV
**Charge**: 0
**SMILES**: Nc1coc(=O)[nH]1

---

[11]
DFT (ωB97M-V/def2-TZVPD) results for the molecule C3H4N2O2 at a distorted geometry.

Geometry as XYZ:
```
11
Properties=species:S:1:pos:R:3:nbo_charge:R:1
O -1.63211 -1.52340 -0.00452 -0.5768
C -2.22107 -0.47774 -0.08818 0.5281
N -1.56607 0.77798 -0.04195 -0.5791
C -0.21223 0.82970 0.05454 0.3595
N 0.79900 -0.11832 0.44362 -0.6698
C 2.13229 -0.02668 -0.08659 0.5453
O 3.03611 -0.83646 -0.16362 -0.5152
H -3.29013 -0.38243 -0.36326 0.1379
H 0.19908 1.82934 -0.26768 0.1910
H 0.30954 -1.13238 0.64906 0.4660
H 2.44559 1.06040 -0.13143 0.1131
```

Summary:
**HOMO level**: -10.3 eV
**Charge**: 0
**SMILES**: O=C/N=C\NC=O

---

[12]
DFT (ωB97M-V/def2-TZVPD) results for the molecule C3H4N2O2 at a distorted geometry.

Geometry as XYZ:
```
11
Properties=species:S:1:pos:R:3:nbo_charge:R:1
C -1.27926 -0.48709 -0.02897 -0.0565
N -1.22045 0.27111 1.04160 -0.0537
O -0.30653 1.12364 1.28810 -0.3190
C 0.90427 1.39793 0.59762 0.2598
N 1.46636 0.95439 -0.44421 -0.1165
O 0.84544 0.05336 -1.22903 -0.3615
C -0.03297 -0.91591 -0.74295 -0.1646
H -2.21234 -1.05005 -0.38060 0.2176
H 1.53191 1.88620 1.24172 0.1894
H 0.61818 -1.54189 0.06453 0.1872
H -0.31462 -1.69169 -1.40780 0.2179
```

Summary:
**HOMO level**: -9.5 eV
**Charge**: 0
**SMILES**: C1=NOC=NOC1

---

[13]
DFT (ωB97M-V/def2-TZVPD) results for the molecule C3H4N2O2.

Geometry as XYZ:
```
11
Properties=species:S:1:pos:R:3:nbo_charge:R:1
N -1.69281 0.12832 -0.03234 -0.6682
C -0.24994 0.27233 -0.02348 -0.0396
C 0.31381 1.49269 -0.07621 -0.0714
O 1.69645 1.14740 -0.05535 -0.4975
C 1.90422 -0.19608 0.01121 0.8607
O 2.97166 -0.74522 0.14390 -0.6207
N 0.65588 -0.80006 -0.08795 -0.6661
H -2.07914 -0.42497 -0.80735 0.4134
H -2.08171 -0.23378 0.84625 0.4127
H -1.99164 1.11143 -0.13658 0.4639
H 0.55321 -1.75205 0.21790 0.4127
```

Summary:
**HOMO level**: -8.0 eV
**Charge**: 0

---

[14]
DFT (ωB97M-V/def2-TZVPD) results for the molecule C3H4N2O2 at a distorted geometry.

Geometry as XYZ:
```
11
Properties=species:S:1:pos:R:3:nbo_charge:R:1
H -2.96294 -0.17784 0.38689 0.3503
N -2.27657 -0.85961 0.80656 -0.7167
C -1.13837 -0.60900 0.36692 0.6799
N -0.54703 0.61367 -0.19803 -0.6691
C 0.85120 0.42427 -0.28343 0.4021
O 1.58711 1.37434 -0.88211 -0.6523
C 1.06516 -0.76443 0.28208 -0.0698
O -0.06737 -1.42871 0.61147 -0.4438
H -1.04720 1.64242 0.06201 0.4284
H 2.50747 0.98100 -1.11653 0.4990
H 2.02855 -1.19610 -0.03583 0.1920
```

Summary:
**HOMO level**: -8.1 eV
**Charge**: 0
**SMILES**: [H]/N=c1\[nH]c(O)co1

---

[15]
DFT (ωB97M-V/def2-TZVPD) results for the molecule C3H4N2O2 at a distorted geometry.

Geometry as XYZ:
```
11
Properties=species:S:1:pos:R:3:nbo_charge:R:1
C 0.18923 -0.72972 0.39313 -0.0889
C -0.87739 -1.47171 -0.08417 -0.1209
C -0.15984 0.74116 0.28583 0.4170
N -1.96627 -0.87082 -0.42166 -0.1648
N -1.49380 0.95503 0.02388 -0.1229
O 0.59379 0.87370 -0.96071 -0.6885
O 0.36565 1.54362 1.25968 -0.6671
H 1.20559 -1.03899 0.55591 0.2253
H -0.83763 -2.54897 -0.19455 0.2333
H -0.01979 1.15596 -1.65381 0.4870
H -0.08846 2.39619 1.25232 0.4904
```

Summary:
**HOMO level (spin up / spin down)**: -9.1 / -10.7 eV
**Charge**: 0

---

[16]
DFT (ωB97M-V/def2-TZVPD) results for the molecule C3H4N2O2S at a distorted geometry.

Geometry as XYZ:
```
12
Properties=species:S:1:pos:R:3:nbo_charge:R:1
C -1.29152 1.88133 2.45398 -0.1353
N -0.34265 0.92791 2.32561 -0.0659
O -0.11980 0.73952 0.90162 -0.4243
C 0.78856 -0.17844 0.54046 0.6756
O 1.79581 -0.60990 1.08547 -0.5549
S 0.46033 -1.15444 -1.04673 0.3563
N -0.79085 -0.19751 -1.78436 -0.5628
C -0.82391 -0.22797 -3.13523 -0.0935
H -1.55593 1.99548 3.58463 0.2285
H -1.84062 1.96134 1.60851 0.2010
H -1.75610 0.08438 -3.56052 0.2016
H 0.27491 -0.56946 -3.72563 0.1735
```

Summary:
**HOMO level**: -9.1 eV
**Charge**: 0
**SMILES**: C=NOC(=O)SN=C

---

[17]
DFT (ωB97M-V/def2-TZVPD) results for the molecule C3H4N2O2S at a distorted geometry.

Geometry as XYZ:
```
12
Properties=species:S:1:pos:R:3:nbo_charge:R:1
O 2.71881 1.62798 0.52614 -0.3320
N 2.34507 0.58707 0.08689 0.5089
O 3.07596 -0.32330 -0.25693 -0.3559
C 0.90180 0.25497 0.03639 -0.0328
C -0.30639 0.76040 -0.23630 -0.2025
C -1.60553 -0.13626 -0.31640 -0.2524
N -1.20612 -1.45748 0.20149 -0.7731
S 0.48739 -1.72658 0.09849 0.3692
H -0.43781 1.90538 -0.14417 0.2384
H -2.50946 0.38427 0.23538 0.2340
H -1.89117 -0.27380 -1.44141 0.2176
H -1.57255 -1.60266 1.21043 0.3807
```

Summary:
**HOMO level**: -8.7 eV
**Charge**: 0
**SMILES**: O=[N+]([O-])C1=CCNS1

---

[18]
DFT (ωB97M-V/def2-TZVPD) results for the molecule C3H4N2O3 at a distorted geometry.

Geometry as XYZ:
```
12
Properties=species:S:1:pos:R:3:nbo_charge:R:1
N -2.18624 -0.00010 0.32424 -0.6199
N -0.97161 -0.25756 -0.42271 -0.0246
O -0.54728 -1.50441 -0.12585 -0.2808
C 0.83974 -1.32724 0.05982 0.0793
C 1.22178 -0.08220 -0.01710 0.0969
O 2.57786 0.29468 0.13989 -0.6698
C -0.03379 0.73840 -0.25878 0.5710
O -0.26911 1.89733 -0.05099 -0.5913
H -1.99897 0.76607 0.96934 0.3558
H -2.71831 0.56802 -0.36713 0.3599
H 1.35452 -2.29701 0.12774 0.2252
H 2.73142 1.20402 -0.37847 0.4983
```

Summary:
**HOMO level**: -9.4 eV
**Charge**: 0
**SMILES**: Nn1occ(O)c1=O

---

[19]
DFT (ωB97M-V/def2-TZVPD) results for the molecule C3H4N2O3 at a distorted geometry.

Geometry as XYZ:
```
12
Properties=species:S:1:pos:R:3:nbo_charge:R:1
O -0.48902 3.12204 0.62215 -0.6133
C -1.10465 1.91134 0.18426 0.5170
N -0.42791 0.84469 -0.12552 -0.6822
C -0.80869 -0.48975 0.16924 0.6543
O -1.92973 -0.59849 0.59037 -0.5305
C 0.34073 -1.69700 0.52151 -0.0477
N 1.56291 -1.73171 -0.04446 -0.0580
O 1.87449 -0.66134 -0.88623 -0.6066
H -2.31658 1.69753 -0.18765 0.1790
H 0.65486 0.95688 -0.27185 0.4478
H 0.06849 -2.59557 0.96972 0.2296
H 2.57509 -0.75861 -1.54154 0.5106
```

Summary:
**HOMO level**: -10.0 eV
**Charge**: 0
**SMILES**: O=CNC(=O)/C=N\O

---

[20]
DFT (ωB97M-V/def2-TZVPD) results for the molecule C3H4N2O3 at a distorted geometry.

Geometry as XYZ:
```
12
Properties=species:S:1:pos:R:3:nbo_charge:R:1
N -0.67598 1.58400 0.05591 -0.8225
C -0.04744 0.30943 0.35035 -0.1653
C 1.09470 -0.43636 0.15636 0.4290
O 2.39880 0.02104 -0.24138 -0.7201
N 0.90949 -1.68686 0.01237 -0.2101
O -0.37196 -1.91902 0.19766 -0.2697
C -0.99043 -0.74353 0.06242 0.6230
O -2.36316 -0.75965 -0.29746 -0.6413
H -0.22942 1.92041 -0.76085 0.3775
H -0.37192 1.98939 0.91706 0.3830
H 3.14998 -0.52362 -0.30947 0.5057
H -2.50266 0.24475 -0.14299 0.5108
```

Summary:
**HOMO level**: -9.1 eV
**Charge**: 0
**SMILES**: Nc1c(O)noc1O

---

no.,molecular weight (g/mol)
1,84.08
2,84.08
3,84.08
4,84.08
5,84.08
6,84.08
7,84.08
8,100.08
9,100.08
10,100.08
11,100.08
12,100.08
13,100.08
14,100.08
15,100.08
16,132.14
17,132.14
18,116.08
19,116.08
20,116.08